This record from OMol25 describes 12 unconnected molecules or ions with the total composition C35H103Br2O44P11 in a non-equilibrium geometry. The level of theory is wB97M-V/def2-TZVPD.

```
! RIJCOSX wB97M-V def2-TZVPD def2/J DEFGRID3
* xyz 0 1
C 19.17034 11.15572 -3.66077
O 18.23430 10.24603 -3.00967
P 18.44399 8.65573 -2.86549
O 19.81348 8.30348 -2.45540
O 17.28437 8.21869 -1.80211
C 17.09836 6.89321 -1.37503
O 17.91136 8.03463 -4.26235
C 18.56937 8.26518 -5.47889
H 18.59901 11.60140 -4.47506
H 20.11827 10.75477 -4.01959
H 19.36274 11.97517 -2.96825
H 16.68474 6.89156 -0.36655
H 18.01771 6.30970 -1.42378
H 16.34334 6.42829 -2.00897
H 17.94562 8.76856 -6.21757
H 18.76672 7.28829 -5.92029
H 19.54349 8.74040 -5.36318
C 23.92526 13.63715 -0.49832
O 23.51725 13.66028 -1.81655
P 22.13465 12.88602 -2.21539
O 20.94912 13.43052 -1.50832
O 22.46517 11.33060 -2.02567
C 22.22235 10.74163 -0.80637
O 22.14568 13.09950 -3.83208
C 23.35442 12.90717 -4.53950
H 23.24771 13.09810 0.16384
H 23.95953 14.60740 -0.00280
H 24.92141 13.20803 -0.39042
H 23.10937 10.27770 -0.37502
H 21.60464 9.88475 -1.07525
H 21.62652 11.39003 -0.16399
H 24.19371 12.56883 -3.93187
H 23.60465 13.85276 -5.02049
H 23.22927 12.17279 -5.33520
C 22.56032 12.36609 3.01269
O 21.69676 11.50417 2.30157
P 20.21736 11.07965 2.74783
O 20.16612 10.21853 4.02500
O 19.66755 10.39114 1.37625
C 18.94707 9.17179 1.40465
O 19.41736 12.48823 2.93287
C 19.30995 13.31484 1.80713
H 22.73270 13.37869 2.64796
H 23.52670 11.88790 3.17246
H 22.12027 12.56454 3.98997
H 18.31451 8.92277 2.25669
H 19.45068 8.20710 1.34248
H 18.21899 9.21161 0.59447
H 19.53568 14.34510 2.08230
H 18.28059 13.32120 1.44873
H 19.78737 12.96662 0.89121
C 30.80896 7.80978 -0.00622
O 29.39422 7.94544 0.23171
P 28.86933 8.00773 1.82569
O 29.78470 8.83690 2.67201
O 27.37320 8.62125 1.70859
C 26.62483 8.76842 2.85194
O 28.68113 6.40629 2.17396
C 27.89678 5.58181 1.27997
H 31.12152 8.65206 -0.62345
H 30.96384 6.83382 -0.46624
H 31.46163 7.76182 0.86546
H 27.23526 8.87457 3.74872
H 25.86049 7.99673 2.94346
H 26.08298 9.71374 2.88151
H 28.44107 4.94258 0.58483
H 27.29129 6.22266 0.63904
H 27.28006 4.94490 1.91409
C 19.47405 3.69803 -1.53077
O 20.53593 3.01219 -2.23908
P 21.54971 2.10899 -1.39000
O 22.54162 1.35136 -2.16223
O 22.05161 3.03638 -0.13249
C 22.83184 2.49917 0.94857
O 20.45596 1.08456 -0.70044
C 20.97361 0.06917 0.14269
H 19.75066 4.48887 -0.83354
H 18.82230 2.96433 -1.05641
H 18.77933 4.19940 -2.20463
H 23.63138 3.21993 1.11987
H 23.25137 1.49744 0.85561
H 22.29727 2.55647 1.89676
H 20.78212 0.16983 1.21100
H 22.04585 -0.09491 0.03566
H 20.59836 -0.92118 -0.11517
C 29.38457 1.27982 0.09114
O 28.56391 2.36232 0.18209
P 27.29832 2.44657 -0.79275
O 26.34617 3.56008 -0.50428
O 28.03508 2.57183 -2.27182
C 28.88893 3.63811 -2.60775
O 26.63364 0.93157 -0.76417
C 25.39798 0.65374 -1.45079
H 30.37737 1.72419 0.02056
H 29.23540 0.70480 -0.82275
H 29.40685 0.61564 0.95512
H 29.84907 3.28433 -2.98334
H 29.23344 4.25619 -1.77866
H 28.53584 4.36150 -3.34268
H 24.62162 0.34748 -0.74967
H 25.48279 -0.18840 -2.13759
H 24.94653 1.52962 -1.91676
C 22.36188 0.39063 -5.42254
O 23.04207 -0.69181 -5.98535
P 23.17725 -1.00168 -7.59286
O 21.86848 -1.12381 -8.25147
O 24.16259 0.14385 -8.13968
C 24.57104 0.19086 -9.50867
O 24.06846 -2.36258 -7.65265
C 25.15626 -2.61815 -6.76967
H 21.59109 0.08011 -4.71717
H 21.79853 0.93710 -6.17893
H 23.01233 1.03354 -4.82950
H 25.65869 0.19109 -9.58025
H 24.18190 1.12976 -9.90257
H 24.16934 -0.62374 -10.11130
H 25.35699 -1.81252 -6.06343
H 26.12744 -2.82603 -7.21878
H 24.90700 -3.44131 -6.10005
C 14.62765 2.78784 -7.83293
O 15.96258 2.47010 -8.06031
P 17.05832 2.33887 -6.87650
O 16.74813 1.22964 -5.97316
O 18.46737 2.28375 -7.71357
C 18.95729 1.23077 -8.49025
O 17.16261 3.75866 -6.15855
C 18.09677 3.93889 -5.12346
H 14.27917 3.62986 -8.43096
H 14.45206 3.12992 -6.81300
H 14.03494 1.89447 -8.02965
H 20.00261 1.05006 -8.23977
H 18.88972 1.33089 -9.57354
H 18.46488 0.30469 -8.19360
H 17.64612 3.79548 -4.14140
H 18.83939 4.73677 -5.12732
H 18.84876 3.15029 -5.15011
C 22.14620 7.42756 3.15760
O 21.81365 6.02998 3.19264
P 22.30348 5.14732 4.48309
O 21.85981 3.73879 4.50075
O 23.90208 5.39416 4.48669
C 24.78256 4.35810 4.02145
O 21.79804 6.07381 5.75796
C 20.43541 6.25896 5.94018
H 22.46926 7.83805 4.11427
H 21.36276 8.05357 2.73048
H 22.98167 7.56477 2.47111
H 24.26562 3.59456 3.44017
H 25.17856 3.82490 4.88573
H 25.60626 4.77885 3.44475
H 20.04194 7.11981 5.39962
H 20.13502 6.45714 6.96905
H 19.81144 5.39994 5.69347
C 24.12131 9.15261 -4.85754
O 25.33857 9.91131 -4.72852
P 26.28029 9.77918 -3.35522
O 27.61650 10.45927 -3.40774
O 26.41747 8.14788 -3.23698
C 27.48227 7.46398 -2.57723
O 25.27157 10.17624 -2.11862
C 25.69438 10.14244 -0.76111
H 24.11195 8.45746 -5.69705
H 23.28544 9.81423 -5.08484
H 23.81325 8.72507 -3.90338
H 27.00966 6.99974 -1.71165
H 28.31125 8.10939 -2.28681
H 27.86332 6.64505 -3.18737
H 26.76553 10.28090 -0.61431
H 25.30570 9.24490 -0.28002
H 25.30754 10.99449 -0.20214
C 25.88621 3.08233 -8.51082
O 25.91773 3.96695 -7.44755
P 24.69859 4.82970 -6.95664
O 24.39528 6.01269 -7.82949
O 24.98198 5.11188 -5.38906
C 24.99817 3.99948 -4.44494
O 23.50020 3.77318 -6.83189
C 22.16504 3.93982 -7.12621
H 24.96066 3.13011 -9.08455
H 25.88420 2.08942 -8.06112
H 26.76037 3.12105 -9.16077
H 25.17671 3.08977 -5.01821
H 24.06420 3.79081 -3.92316
H 25.79172 4.08076 -3.70213
H 21.62978 3.41234 -6.33666
H 21.79198 3.31301 -7.93616
H 21.74489 4.93642 -7.26175
Br 23.81619 6.47379 0.13610
C 23.63693 6.02309 -1.77673
C 22.27549 6.38064 -2.25910
Br 22.12039 5.97384 -4.23577
H 23.73132 4.94002 -1.85517
H 24.42747 6.52723 -2.33261
H 22.03349 7.43517 -2.12675
H 21.56006 5.67985 -1.82880
*
```

Values from the calculation:
E ... -370338.65270 eV
Energy above the lowest of the compared OMol25 structures with the same formula, charge and spin ... 0.00 kcal/mol
HOMO ... -10.2 eV
Orbital gap ... 0.385 hartree

Atomic partial charges in e from the Löwdin method, atoms 1 to 2:
1. C -0.064
2. O -0.215